1.
Density functional theory data (ωB97M-V with the def2-TZVPD basis set) for a 2-piece molecular cluster, C4H10S2 overall.

Atoms and positions in Å:
1 C -1.06 -0.36 1.13
2 C 0.10 -0.98 1.29
3 C 0.27 -2.45 1.54
4 H -1.20 0.66 0.78
5 H -1.93 -0.83 1.58
6 H 1.04 -0.45 1.23
7 H 0.56 -2.66 2.58
8 H 1.10 -2.86 0.96
9 H -0.65 -2.99 1.34
10 C -0.23 2.51 -1.63
11 S 1.14 1.86 -0.68
12 S 1.72 0.22 -1.84
13 H -0.77 1.77 -2.23
14 H -0.97 2.92 -0.95
15 H 0.10 3.26 -2.34
16 H 0.78 0.37 -2.75

Values from the calculation:
SMILES: C=CC.CSS
Relative energy (zero: lowest compared OMol25 entry of this formula, charge and spin) in kJ/mol: 172.2
Molar mass in Da: 122.26
Kohn-Sham gap in eV: 8.655
Charge: 0

These are the natural (NBO) partial charges, in e, on atoms 1 to 4: -0.42 -0.15 -0.65 0.20


2.
Density functional theory data (ωB97M-V with the def2-TZVPD basis set) for a 9-piece molecular cluster, C11H26BCl16S2 overall.

Atoms and positions in Å:
1 S -1.57 -1.13 2.74
2 B -1.54 -0.57 0.86
3 C -1.63 -1.86 -0.14
4 C -0.24 -2.52 -0.27
5 C 0.67 -1.67 -1.18
6 S 2.31 -1.31 -0.49
7 H -2.16 -2.33 2.63
8 H -0.48 0.00 0.70
9 H -2.43 0.24 0.67
10 H -1.99 -1.58 -1.14
11 H -2.35 -2.58 0.27
12 H 0.20 -2.60 0.72
13 H -0.31 -3.53 -0.70
14 H 0.16 -0.73 -1.42
15 H 0.87 -2.18 -2.12
16 H 2.09 -0.15 0.14
17 C 0.19 3.72 2.14
18 Cl 0.44 2.05 2.65
19 Cl 1.33 4.22 0.86
20 H -0.82 3.83 1.75
21 H 0.34 4.36 3.00
22 C 5.29 -4.29 -1.63
23 Cl 3.55 -4.56 -1.50
24 Cl 5.67 -2.75 -2.42
25 H 5.71 -4.28 -0.63
26 H 5.72 -5.09 -2.22
27 C -3.57 2.08 3.28
28 Cl -5.30 1.91 2.95
29 Cl -2.99 3.72 2.90
30 H -3.40 1.90 4.34
31 H -3.03 1.36 2.68
32 C 5.05 -0.71 -5.53
33 Cl 6.14 -0.13 -4.27
34 Cl 5.50 -0.10 -7.13
35 H 5.09 -1.79 -5.55
36 H 4.05 -0.36 -5.30
37 C -4.56 2.44 -2.08
38 Cl -3.40 2.87 -0.84
39 Cl -4.62 0.69 -2.37
40 H -5.55 2.76 -1.75
41 H -4.28 2.93 -3.00
42 C 2.64 1.91 5.78
43 Cl 2.49 0.42 6.71
44 Cl 2.57 3.35 6.81
45 H 3.60 1.90 5.28
46 H 1.83 1.96 5.06
47 C 0.73 5.14 -2.66
48 Cl -1.02 5.09 -2.89
49 Cl 1.41 6.72 -3.11
50 H 0.95 4.96 -1.61
51 H 1.18 4.38 -3.28
52 C -4.23 -5.71 0.47
53 Cl -3.41 -5.15 1.93
54 Cl -3.50 -5.04 -1.00
55 H -4.15 -6.79 0.43
56 H -5.26 -5.39 0.51

Values from the calculation:
Molar mass in Da: 800.52
Kohn-Sham gap in eV: 6.401
Charge: -1

These are the natural (NBO) partial charges, in e, on atoms 1 to 4: -0.42 -0.23 -0.63 -0.42